1.
Here is a molecular structure, C55H98AsBBr6F10N2O16 in a non-equilibrium geometry from the Open Molecules 2025 dataset. Energies are from the ωB97M-V functional and the def2-TZVPD basis.

ORCA input file:
```
! wB97M-V def2-TZVPD RIJCOSX def2/J DEFGRID3
* xyz 0 1
C 6.05771 -0.49761 -0.11078
H -3.29123 -5.96958 5.78987
F 3.14049 -2.63902 3.51656
Br -3.11880 -3.69813 -2.15832
H -3.43639 0.24552 3.75437
H -0.15893 3.61032 5.19273
C 0.36595 -3.60130 -1.22599
H 4.27061 -1.17253 -4.17060
H 5.01322 2.01017 5.55625
H 0.97003 0.98416 -3.71536
C -5.33098 3.30828 0.46342
O 1.89947 -2.62431 -5.60839
C -5.72776 -2.55635 -1.72897
C -5.16522 1.02090 -4.03537
H 3.75202 1.19643 -3.46099
H -1.97782 6.13405 1.41582
H 2.67755 5.74675 -6.50778
H 6.34894 -0.83963 2.03441
O 2.43554 0.39328 -7.22419
H 0.40526 -5.99752 -0.98779
H -0.25351 -0.42988 -3.22309
H -1.75698 1.30818 3.88694
H 0.19281 -8.42488 -0.23974
H -0.54114 -7.21945 5.59160
C -0.34392 -6.15079 5.29556
C 2.58663 0.75174 4.63113
H -0.83888 -1.83390 -5.83820
H -0.47543 2.63351 2.28577
C 3.28956 0.35919 -6.39943
H 7.32324 -1.95672 1.02111
H -6.19344 0.81003 -4.39392
F -0.03951 0.98907 -1.13722
H -1.29401 -8.17916 0.64126
H 0.27531 4.27410 2.72235
H -1.55646 4.48395 0.71411
C -1.11317 1.72544 4.66242
H -4.66599 -0.84967 4.44967
H 5.42529 3.08509 -1.49376
F 0.81991 -3.03291 3.67206
H -4.94125 -0.41539 2.05517
H -4.92992 2.04078 -2.04152
H 0.18843 -2.56197 -1.05888
C 1.69453 6.18890 -6.71640
H -3.37615 -0.97768 1.61184
H 0.94527 -0.84031 3.21296
H 5.20132 -3.23593 0.53701
H -1.58167 1.70117 5.63053
N 0.15711 -4.26348 0.16133
H 6.03874 0.76797 4.63592
C 5.03463 0.98738 5.05783
H -6.32832 -3.23696 -1.13500
H 4.04547 1.55104 3.18497
C -1.32833 5.59729 -1.82411
O 1.45933 -0.97488 -4.22574
H 3.37194 -3.36230 -0.17619
H -5.60840 1.12206 0.54128
H 2.07593 2.43627 2.45080
H -3.38140 0.66078 -5.33861
H -1.38859 0.30433 -5.04255
H 2.82335 -5.06408 -0.17843
C -2.39046 5.73742 -0.73540
H 6.43150 -0.68732 -1.16559
H 3.97744 -0.21938 3.41961
C 2.52885 -4.07844 -0.24889
H 3.09199 3.95884 -2.34163
H 1.17462 6.71204 -4.53428
H 0.67180 -5.90629 5.24217
C -4.29406 -2.31341 -1.40420
H -1.21174 -5.39202 7.14467
H 6.28352 0.55900 0.06127
C 4.44482 -0.55318 -6.25195
Br 0.60762 4.36936 -4.86108
C -0.12075 -5.65938 -0.06941
H 5.12574 1.66106 -4.49766
H 1.81880 4.15658 0.01639
H 4.77136 0.31633 5.92186
H 1.38598 2.54849 -0.45998
C -0.97863 -3.68036 0.91271
H 4.83468 4.61083 -0.66690
C 1.49673 -3.86467 0.83944
C -1.60315 5.57947 0.56760
C 1.83694 -3.80285 -1.61651
F -1.78440 2.51068 -0.40265
H -4.91456 4.51455 2.15535
C -0.18543 -8.09560 0.75306
O 3.09376 2.74059 0.73562
H 0.63267 1.31610 5.87287
H 2.38064 -0.26174 4.99520
C -3.91262 3.03505 -3.53298
H -6.02092 -2.65848 -2.74929
C -1.24008 -5.17765 6.12283
C -0.70865 3.18229 4.31207
F 2.31687 -4.48934 4.71475
H -3.11987 5.01529 -0.81253
C -6.14288 2.05550 0.46931
C 4.57467 -0.57541 -0.33888
H 3.29744 2.30362 -2.01005
C 3.23559 3.29664 -1.53468
H -1.18292 -5.76869 -0.33296
H 1.63692 -4.38948 1.81872
F -3.43570 0.46700 -0.48990
H 1.74724 0.21698 2.05327
H 1.46940 -2.83366 1.12409
N 1.35249 1.16192 3.88309
H 4.64579 -2.67537 2.06078
C 0.23496 -6.66631 1.12638
C 0.98648 0.18445 2.82281
O -2.81698 -5.76344 3.02111
Br -5.00521 -2.88103 2.22237
H -3.12469 -4.32143 5.41704
C 0.44259 0.02029 -3.97927
C -0.03608 -1.10956 -5.98598
H -0.16995 6.49495 -5.62528
H -1.77348 -3.64278 0.19570
C -4.16363 -1.11304 2.39504
H -0.04603 0.95588 -5.93284
O 3.94189 0.10015 -1.10286
F -1.39689 -0.97402 -0.98276
H -1.29553 4.54690 -2.23669
H -3.93783 -1.36340 -1.72023
C 2.26660 3.24608 -0.33166
O 3.30363 1.33783 -5.39333
O -3.47344 2.63608 -4.78236
C 1.47577 2.58246 3.28188
C 4.27492 1.05105 -4.38672
H -0.89488 -4.14587 6.01592
H -2.87184 6.69995 -0.81267
C 0.20673 0.99651 4.92354
C -5.02680 2.23111 -3.11998
Br -6.60088 -0.75002 -1.37371
C -6.38618 2.98622 2.60783
C 3.96989 0.78737 3.91491
F -2.14521 0.87114 -2.42359
O 5.25072 2.69565 1.20250
C 4.40754 2.87214 0.40371
H -5.96634 2.83027 -3.23643
C -5.06768 3.50809 1.92282
H -4.25774 2.91129 2.38481
C 0.87009 6.20201 -5.44634
H -4.53443 1.57119 -6.15629
As -1.75331 0.74901 -0.76495
H -1.47728 6.23528 -2.63202
C -0.00476 6.05579 -1.11006
H -1.37994 -4.37972 1.68749
H -5.92822 4.21103 0.05427
H 1.40014 -6.66136 1.30000
C 1.21606 -1.69431 -5.34515
C -3.77770 -0.79705 3.77795
C 5.06474 -2.32948 1.13976
H -0.00324 0.52711 2.49688
H 0.07338 -1.13483 -7.05129
C 4.75922 -0.37136 -4.66959
H -1.58650 3.78167 4.18537
Br -2.29026 -1.87199 4.34319
H 5.17550 -0.06743 -6.87424
H 0.12725 -0.08435 4.98784
B 2.02735 -3.15439 4.41353
H 2.63179 1.50292 5.43529
H -0.36992 -4.07954 -1.84976
H 5.86849 -0.49424 -4.52614
H -6.84519 1.95213 -0.35825
H -4.34762 3.17835 -0.10303
C 4.58308 3.57604 -0.89277
H -0.32364 -6.39565 2.06523
C -4.12089 1.41790 -5.18948
O 1.06956 6.38317 -1.54465
C -2.53824 -5.26572 5.44802
F -1.38255 0.49161 0.94027
C 0.13099 3.21783 3.05070
C -2.13149 -5.62524 4.00935
O -0.26651 6.06732 0.30349
H 1.17998 5.75936 -7.54439
O 4.00700 -1.52785 0.44907
H -0.73215 -2.64952 1.22090
H 2.02690 -4.53412 -2.43395
O -3.44946 4.04049 -3.03927
H 4.27766 -1.58236 -6.59973
H -4.12257 -2.40623 -0.33286
F 1.82743 -2.28736 5.54184
H -4.82619 0.14537 -3.50358
O -6.90235 3.30318 3.62120
O -0.87430 -6.00052 4.01479
C 6.35923 -1.38166 1.13526
H 2.13415 3.08858 4.00570
Br 2.05744 8.07361 -7.16030
O -6.90182 2.09941 1.72326
C -0.35753 0.21236 -5.26320
H 0.09040 -8.82614 1.50116
H 2.20479 -2.82001 -2.01150
*
```

Values from the calculation:
Total energy (Ha): -22171.6142
HOMO-LUMO gap (eV): 10.0
E_HOMO (eV): -9.823

=====

2.
Here is 2 unconnected molecules or ions with the total composition C2H8N2 in a non-equilibrium geometry from the Open Molecules 2025 dataset. Energies are from the ωB97M-V functional and the def2-TZVPD basis.

ORCA input file:
```
! wB97M-V def2-TZVPD RIJCOSX def2/J DEFGRID3
* xyz 0 1
C -1.47439 -0.63760 -0.90389
N -0.33362 -0.56415 0.00193
C -0.58615 -0.64867 1.23220
H 1.52486 0.73946 0.26630
H 0.09022 -0.26372 1.99383
N 2.36824 1.15145 -0.08990
H -2.43506 -0.46839 -0.41376
H 2.76730 1.84742 0.51344
H -1.33555 0.11913 -1.67083
H 2.47038 1.26500 -1.07728
H -1.45260 -1.61903 -1.38908
H -1.60364 -0.92090 1.53704
*
```

Values from the calculation:
Total energy (Ha): -190.4627
HOMO-LUMO gap (eV): 10.1
Energy relative to the best compared isomer or geometry (same formula, charge and spin) (eV): 0.9834
SMILES string: C=NC.N
E_HOMO (eV): -8.988

=====

3.
Here is a molecular structure, C51H42MnN6O4S from the Open Molecules 2025 dataset. Energies are from the ωB97M-V functional and the def2-TZVPD basis.

ORCA input file:
```
! wB97M-V def2-TZVPD RIJCOSX def2/J DEFGRID3
* xyz 1 5
H 3.50250 -1.11879 3.98299
C -1.61684 3.51764 2.60315
H -1.72997 5.61996 -2.19513
C 3.86356 0.07523 -0.04779
C -1.31662 3.12764 0.41856
H -4.05710 2.30361 -0.83592
C -5.08092 5.15744 -2.32677
H 1.79803 3.19339 5.29514
C 3.63401 3.30871 -4.69641
H 8.05679 -1.72395 2.55090
C 4.40565 -2.77293 1.89576
H 8.98156 -3.31044 3.96864
C 4.79230 -1.44871 1.68120
O 7.45678 -4.34161 2.99852
N -2.12208 -1.74831 1.03289
C -2.74574 3.87637 -1.45806
C -0.73246 2.89057 7.51381
H -7.60209 4.40425 -3.09591
C -3.98826 3.28112 -1.30075
C 4.69706 0.56714 -2.06838
H -0.70182 3.78897 10.63133
H -4.34676 0.12922 -0.13531
C 6.11257 -1.09772 1.92316
C -2.14697 3.77684 1.38359
H -3.78328 0.77191 1.41756
H -7.59444 5.13998 -1.46890
H 9.31239 -4.97548 3.44388
C -1.43683 -0.81853 0.35755
N -0.29864 2.45948 1.05168
N 0.72008 2.35110 -1.54826
C 0.24918 2.07018 3.41954
H 6.13662 4.33724 -7.81087
H 0.88836 2.76342 -4.84228
C 4.94780 -0.15443 -0.95215
H 0.69472 3.09427 9.78052
C 4.27231 1.13773 -6.28440
H 4.51698 0.30233 -6.92636
C -3.83598 5.76689 -2.49381
O 5.13977 2.51674 -7.94870
N 2.93758 0.90635 -0.63773
O -6.14610 5.85584 -2.77766
C 1.91089 0.37065 4.16224
H 5.02499 -4.74446 2.48918
H -3.80471 -1.43638 2.26276
C 1.30325 1.19444 3.16380
C 5.31462 -3.71449 2.33003
H -8.14255 6.08172 -2.87225
C 7.04013 -2.03478 2.36285
C 2.72320 1.84609 -2.90130
H 4.51865 4.40418 -8.56271
H -1.50967 3.37022 -3.79920
C -3.52967 -1.40595 1.20993
C 4.23047 3.52014 -5.93301
H 3.37898 -3.06412 1.70751
C 0.52319 3.21394 7.00698
H 5.30697 0.66392 -2.94998
H 3.38804 4.16143 -4.07494
C 0.82057 2.93024 5.68096
C 3.79125 -0.44008 1.23751
H 5.79604 -0.78362 -0.74458
C -0.48793 2.66223 2.40261
C -0.62387 3.03770 -3.28505
H -1.95547 3.88142 3.55788
C 2.84987 -0.00623 2.16603
H 6.42624 -0.07069 1.77841
C 3.35900 2.02805 -4.23330
C 3.68572 0.94436 -5.05202
C 4.55523 2.42869 -6.73296
C -1.50289 3.22309 -0.95875
N 1.88911 0.95351 1.94574
H 9.27224 -3.66487 2.24362
N -2.25161 0.20133 0.08473
C 5.42897 3.81004 -8.45474
C -0.53027 2.83749 -1.86966
H -3.79922 6.74230 -2.95987
H -1.93013 1.04183 -0.36883
C -2.68931 5.13406 -2.06498
H -1.71369 -2.63481 1.26943
C 2.85197 -0.38122 3.54427
H -2.63500 2.01709 7.09422
C 8.83268 -4.04096 3.17009
H -4.17365 -2.09219 0.66064
C -0.19714 3.71554 9.67319
C 1.42017 2.29553 -2.73230
S 0.19094 -0.96252 -0.06726
H 3.45794 -0.06151 -4.72039
C -1.36035 2.01007 5.36503
H -3.00215 4.38775 1.14761
C 3.41801 1.18601 -1.89372
H 5.87687 3.65686 -9.43158
H 4.43854 4.52911 -6.25595
H -2.09689 1.51808 4.74085
Mn 1.22172 1.49197 0.16581
H 1.62782 0.36091 5.20107
C 6.64122 -3.35217 2.56701
H -6.10147 3.39514 -1.61344
H 1.27091 3.68857 7.62473
H 0.09000 4.71422 9.33657
C 0.58345 2.73334 -3.81014
C -0.11013 2.33530 4.83522
C -5.15527 3.90114 -1.73323
C -7.43978 5.32684 -2.53381
O -1.13063 3.12441 8.78269
C -1.67032 2.27915 6.68104
C -3.58955 0.03049 0.64119
*
```

Values from the calculation:
Total energy (Ha): -4147.2300
HOMO-LUMO gap (spin up / spin down) (eV): 5.7 / 5.6
Energy relative to the best compared isomer or geometry (same formula, charge and spin) (eV): 0.0787
E_HOMO (spin up / spin down) (eV): -9.318 / -9.415

=====

4.
Here is a molecular structure, C3H11N2O2 in a non-equilibrium geometry from the Open Molecules 2025 dataset. Energies are from the ωB97M-V functional and the def2-TZVPD basis.

ORCA input file:
```
! wB97M-V def2-TZVPD RIJCOSX def2/J DEFGRID3
* xyz 1 1
H -0.95588 0.92684 0.43783
H 1.66119 2.02045 -0.50542
H -3.17372 0.78653 -1.18380
H 0.04463 1.86515 1.25336
H 0.87148 0.19372 0.84875
H 0.73865 -1.50647 0.30325
N 0.05101 1.09578 0.59350
C 0.87998 1.25847 -0.61264
H 0.34665 1.39662 -1.58573
H 1.59095 -0.71420 -1.75152
H -4.77896 -0.55226 1.00699
C 1.68277 -0.07636 -0.85386
H 2.78359 0.15310 -0.94717
C -3.32907 0.06787 -0.33619
O -2.41624 -0.68376 0.02911
O -4.54812 0.09958 0.20812
N 1.52960 -0.81429 0.33211
H 2.17233 -1.58494 0.53986
*
```

Values from the calculation:
Total energy (Ha): -380.6097
HOMO-LUMO gap (eV): 11.7
Energy relative to the best compared isomer or geometry (same formula, charge and spin) (eV): 2.8346
E_HOMO (eV): -14.546